The following is a DFT calculation (ωB97M-V with the def2-TZVPD basis set) of a 12-piece molecular cluster, C26H71N2O15S13 overall in a non-equilibrium geometry.

```
127
Properties=species:S:1:pos:R:3
C -2.619 1.431 -0.163
S -4.109 1.384 -1.273
O -4.387 -0.064 -1.641
O -3.765 2.231 -2.493
C -5.636 2.047 -0.385
N -6.694 2.496 -1.364
N -6.190 1.005 0.569
C -7.406 0.814 0.105
S -8.888 0.048 -0.099
C -5.195 3.294 0.574
O -5.706 3.442 1.728
O -4.271 4.201 0.051
H -2.509 0.501 0.496
H -1.703 1.469 -0.841
H -2.601 2.337 0.534
H -6.332 2.442 -2.328
H -6.887 3.491 -1.150
C 2.127 2.194 0.599
S 1.493 2.329 2.284
O 0.988 0.977 2.685
C 0.057 3.340 1.863
H 3.016 1.562 0.613
H 1.372 1.741 -0.048
H 2.394 3.185 0.229
H -0.568 2.816 1.138
H 0.392 4.294 1.452
H -0.517 3.519 2.773
C 0.886 -2.934 -0.347
S -0.523 -1.862 0.007
O -0.364 -0.629 -0.822
C -0.027 -1.449 1.692
H 0.803 -3.282 -1.378
H 1.816 -2.376 -0.226
H 0.872 -3.793 0.326
H 0.962 -0.986 1.687
H -0.015 -2.355 2.301
H -0.754 -0.745 2.103
C 3.790 2.106 -3.572
S 4.205 2.598 -1.885
O 3.503 3.892 -1.608
C 5.936 2.986 -2.225
H 2.729 1.853 -3.608
H 3.989 2.928 -4.262
H 4.379 1.230 -3.851
H 6.001 3.755 -2.998
H 6.455 2.082 -2.549
H 6.394 3.356 -1.307
C -0.003 -1.316 5.200
S 1.698 -1.903 5.056
O 1.696 -3.065 4.112
C 1.808 -2.567 6.731
H -0.303 -0.889 4.243
H -0.665 -2.148 5.449
H -0.059 -0.547 5.972
H 1.034 -3.321 6.885
H 1.692 -1.757 7.453
H 2.789 -3.026 6.857
C -3.687 3.700 -8.024
S -3.083 4.233 -6.407
O -1.629 4.548 -6.550
C -3.183 2.625 -5.603
H -3.663 4.556 -8.701
H -3.047 2.908 -8.419
H -4.713 3.342 -7.930
H -2.566 1.900 -6.138
H -4.221 2.287 -5.577
H -2.814 2.736 -4.583
C -3.996 2.686 4.788
S -2.655 1.594 4.270
O -2.804 1.371 2.800
C -3.280 0.121 5.105
H -3.833 3.669 4.344
H -4.954 2.289 4.446
H -3.993 2.776 5.877
H -4.280 -0.115 4.743
H -3.300 0.293 6.183
H -2.611 -0.710 4.885
C 4.397 -5.554 7.405
S 2.994 -6.263 8.294
O 2.263 -5.137 8.949
C 3.977 -7.083 9.568
H 4.015 -4.957 6.576
H 4.978 -4.915 8.073
H 5.024 -6.357 7.013
H 4.584 -6.350 10.101
H 4.618 -7.837 9.105
H 3.297 -7.569 10.269
C 5.198 -3.620 -3.445
S 4.115 -2.512 -2.519
O 4.673 -1.129 -2.646
C 4.572 -3.132 -0.885
H 5.107 -3.386 -4.504
H 6.234 -3.479 -3.130
H 4.891 -4.654 -3.277
H 5.647 -3.021 -0.731
H 4.286 -4.182 -0.801
H 4.037 -2.551 -0.133
C 2.831 6.259 -3.928
S 1.576 5.012 -4.290
O 1.914 4.406 -5.616
C 0.225 6.182 -4.558
H 3.783 5.752 -3.762
H 2.928 6.947 -4.770
H 2.552 6.806 -3.026
H 0.482 6.875 -5.362
H 0.029 6.733 -3.636
H -0.664 5.616 -4.837
C -4.643 -4.274 2.638
S -5.311 -2.756 3.350
O -4.451 -2.391 4.518
C -6.821 -3.503 4.002
H -3.669 -4.051 2.201
H -4.526 -5.032 3.416
H -5.314 -4.637 1.857
H -6.569 -4.309 4.695
H -7.421 -3.891 3.177
H -7.386 -2.734 4.529
C 4.382 -2.441 -8.236
S 3.776 -2.250 -6.546
O 3.343 -3.600 -6.069
C 2.288 -1.327 -6.983
H 5.300 -3.030 -8.210
H 3.637 -2.959 -8.843
H 4.595 -1.459 -8.660
H 1.673 -1.914 -7.668
H 2.569 -0.380 -7.448
H 1.725 -1.128 -6.070
```

The value obtained for the gap between HOMO and LUMO is 6.6 eV. For the HOMO energy, the calculation gives -4.9 eV. Its charge is -1. The value obtained for the largest force on an atom is 6.86 eV Å⁻¹. For the energy above the lowest of the compared OMol25 structures with the same formula, charge and spin, the calculation gives 0.00 kcal/mol.

Here are the Mulliken charges for atoms 1 to 99, given in e: number 1, C, carries -0.926; number 2, S, carries 1.284; number 3, O, carries -0.741; number 4, O, carries -0.569; number 5, C, carries 0.930; number 6, N, carries -0.697; number 7, N, carries -0.327; number 8, C, carries 0.143; number 9, S, carries -0.300; number 10, C, carries 0.032; number 11, O, carries -0.701; number 12, O, carries -0.733; number 13, H, carries -0.008; number 14, H, carries 0.487; number 15, H, carries 0.241; number 16, H, carries 0.298; number 17, H, carries 0.315; number 18, C, carries -1.257; number 19, S, carries 0.236; number 20, O, carries -0.419; number 21, C, carries -0.283; number 22, H, carries 0.459; number 23, H, carries 0.327; number 24, H, carries 0.535; number 25, H, carries -0.246; number 26, H, carries 0.468; number 27, H, carries 0.237; number 28, C, carries -0.789; number 29, S, carries 0.473; number 30, O, carries -0.529; number 31, C, carries -0.426; number 32, H, carries 0.475; number 33, H, carries -0.124; number 34, H, carries 0.437; number 35, H, carries 0.354; number 36, H, carries 0.364; number 37, H, carries -0.218; number 38, C, carries -1.063; number 39, S, carries 0.792; number 40, O, carries -0.609; number 41, C, carries -1.097; number 42, H, carries 0.310; number 43, H, carries 0.355; number 44, H, carries 0.393; number 45, H, carries 0.287; number 46, H, carries 0.347; number 47, H, carries 0.349; number 48, C, carries -0.563; number 49, S, carries 0.554; number 50, O, carries -0.651; number 51, C, carries -0.851; number 52, H, carries -0.363; number 53, H, carries 0.544; number 54, H, carries 0.481; number 55, H, carries 0.286; number 56, H, carries 0.409; number 57, H, carries 0.190; number 58, C, carries -0.993; number 59, S, carries 0.484; number 60, O, carries -0.587; number 61, C, carries -0.843; number 62, H, carries 0.322; number 63, H, carries 0.290; number 64, H, carries 0.374; number 65, H, carries 0.399; number 66, H, carries 0.354; number 67, H, carries 0.199; number 68, C, carries -1.119; number 69, S, carries 0.521; number 70, O, carries -0.361; number 71, C, carries -0.798; number 72, H, carries 0.371; number 73, H, carries 0.275; number 74, H, carries 0.417; number 75, H, carries 0.281; number 76, H, carries 0.426; number 77, H, carries 0.059; number 78, C, carries -0.866; number 79, S, carries 0.511; number 80, O, carries -0.593; number 81, C, carries -0.929; number 82, H, carries 0.231; number 83, H, carries 0.309; number 84, H, carries 0.392; number 85, H, carries 0.301; number 86, H, carries 0.349; number 87, H, carries 0.316; number 88, C, carries -0.771; number 89, S, carries 0.660; number 90, O, carries -0.623; number 91, C, carries -1.105; number 92, H, carries 0.119; number 93, H, carries 0.348; number 94, H, carries 0.326; number 95, H, carries 0.397; number 96, H, carries 0.359; number 97, H, carries 0.335; number 98, C, carries -0.819; number 99, S, carries 0.646